(1)
# C6H13N

A 2-piece molecular cluster, C6H13N overall (ωB97M-V with the def2-TZVPD basis set, the OMol25 dataset).

Calculated values
Net charge: 0
E_HOMO, eV: -10.83
LUMO level, eV: 0.96
HOMO-LUMO gap, hartree: 0.4333
Calculated total energy, eV: -7922.2360

Each atom is followed by the atoms it is bonded to, with distances in Å.
Geometry (Å):
1 C 2.135 -0.246 -1.105  C2 1.524, H6 1.084, H7 1.088, H8 1.085
2 C 0.870 0.473 -0.654  C1 1.524, C3 1.535, H9 1.093, H10 1.092
3 C 0.425 0.073 0.760  C2 1.535, C4 1.527, C5 1.528, H11 1.097
4 C -0.307 -1.267 0.759  C3 1.527, H12 1.093, H13 1.089, H14 1.092
5 C -0.463 1.159 1.364  C3 1.528, H15 1.089, H16 1.088, H17 1.089
6 H 2.956 -0.013 -0.438  C1 1.084
7 H 1.994 -1.325 -1.110  C1 1.088
8 H 2.412 0.064 -2.108  C1 1.085
9 H 0.055 0.279 -1.356  C2 1.093
10 H 1.062 1.548 -0.667  C2 1.092
11 H 1.321 -0.027 1.386  C3 1.097
12 H 0.316 -2.049 0.318  C4 1.093
13 H -0.558 -1.565 1.777  C4 1.089
14 H -1.231 -1.191 0.183  C4 1.092
15 H -0.830 0.855 2.344  C5 1.089
16 H -1.316 1.352 0.718  C5 1.088
17 H 0.096 2.086 1.484  C5 1.089
18 C -2.989 -0.093 -1.215  N19 1.138, H20 1.059
19 N -2.427 0.894 -1.287  C18 1.138
20 H -3.520 -1.006 -1.153  C18 1.059


(2)
# C23H36BF9O8

A 4-piece molecular cluster, C23H36BF9O8 overall in a non-equilibrium geometry (ωB97M-V with the def2-TZVPD basis set, the OMol25 dataset).

Calculated values
Net charge: 0
E_HOMO, eV: -7.48
LUMO level, eV: -0.07
HOMO-LUMO gap, hartree: 0.2723
Calculated total energy, eV: -65945.3280

Each atom is followed by the atoms it is bonded to, with distances in Å.
Geometry (Å):
1 C 1.068 -5.080 2.570  C2 1.385, H15 1.086, H16 1.084
2 C 0.400 -4.129 1.817  C1 1.385, C3 1.490, H17 1.092
3 C -0.178 -4.375 0.465  C2 1.490, B4 1.588, H18 1.086, H19 1.101
4 B -1.643 -3.765 0.405  C3 1.588, C5 1.564, H20 1.195
5 C -1.908 -2.318 -0.125  B4 1.564, C6 1.558, H21 1.093, H22 1.086
6 C -2.731 -1.560 0.959  C5 1.558, C7 1.534, H23 1.090, H24 1.086
7 C -4.242 -1.649 0.706  C6 1.534, C8 1.539, H25 1.086, H26 1.086
8 C -5.022 -2.159 1.930  C7 1.539, C9 1.544, H27 1.087, H28 1.088
9 C -6.524 -1.835 1.773  C8 1.544, C10 1.527, H29 1.085, H30 1.085
10 C -7.464 -3.031 1.912  C9 1.527, O11 1.442, H31 1.089, H32 1.089
11 O -8.220 -3.167 0.691  C10 1.442, C12 1.371
12 C -9.395 -3.842 0.898  O11 1.371, C13 1.513, O14 1.222
13 C -9.321 -5.351 0.808  C12 1.513, H33 1.085, H34 1.085, H35 1.082
14 O -10.448 -3.265 1.122  C12 1.222
15 H 0.604 -5.501 3.457  C1 1.086
16 H 2.077 -5.415 2.363  C1 1.084
17 H 0.288 -3.125 2.231  C2 1.092
18 H -0.212 -5.437 0.237  C3 1.086
19 H 0.403 -3.902 -0.341  C3 1.101
20 H -2.577 -4.423 0.758  B4 1.195
21 H -2.509 -2.415 -1.032  C5 1.093
22 H -1.006 -1.790 -0.418  C5 1.086
23 H -2.474 -1.950 1.944  C6 1.090
24 H -2.394 -0.527 0.956  C6 1.086
25 H -4.483 -2.320 -0.113  C7 1.086
26 H -4.606 -0.645 0.507  C7 1.086
27 H -4.829 -3.213 2.112  C8 1.087
28 H -4.640 -1.604 2.785  C8 1.088
29 H -6.687 -1.402 0.791  C9 1.085
30 H -6.807 -1.072 2.490  C9 1.085
31 H -6.951 -3.958 2.163  C10 1.089
32 H -8.181 -2.799 2.698  C10 1.089
33 H -9.685 -5.671 -0.163  C13 1.085
34 H -8.290 -5.686 0.871  C13 1.085
35 H -9.929 -5.777 1.594  C13 1.082
36 C -0.441 -2.490 -6.009  C37 1.513, H45 1.090, H46 1.089, H47 1.089
37 C -0.428 -1.174 -5.261  C36 1.513, O38 1.442, H48 1.088, H49 1.089
38 O 0.103 -1.334 -3.930  C37 1.442, C39 1.322
39 C 1.421 -1.373 -3.831  O38 1.322, O40 1.193, C41 1.536
40 O 2.208 -1.288 -4.724  C39 1.193
41 C 1.821 -1.503 -2.354  C39 1.536, F42 1.338, F43 1.342, F44 1.326
42 F 1.094 -2.432 -1.723  C41 1.338
43 F 1.635 -0.339 -1.713  C41 1.342
44 F 3.098 -1.833 -2.221  C41 1.326
45 H -0.984 -3.245 -5.440  C36 1.090
46 H -0.918 -2.368 -6.980  C36 1.089
47 H 0.571 -2.863 -6.165  C36 1.089
48 H -1.443 -0.806 -5.130  C37 1.088
49 H 0.132 -0.411 -5.798  C37 1.089
50 C 4.535 1.913 -2.574  C51 1.513, H59 1.090, H60 1.090, H61 1.089
51 C 3.212 2.629 -2.413  C50 1.513, O52 1.442, H62 1.087, H63 1.090
52 O 3.395 3.944 -1.853  C51 1.442, C53 1.323
53 C 3.775 4.888 -2.698  O52 1.323, O54 1.193, C55 1.537
54 O 3.976 4.761 -3.867  C53 1.193
55 C 3.886 6.229 -1.955  C53 1.537, F56 1.338, F57 1.339, F58 1.327
56 F 4.535 6.094 -0.793  C55 1.338
57 F 2.669 6.719 -1.686  C55 1.339
58 F 4.532 7.132 -2.681  C55 1.327
59 H 5.069 1.883 -1.624  C50 1.090
60 H 4.375 0.893 -2.923  C50 1.090
61 H 5.175 2.426 -3.291  C50 1.089
62 H 2.581 2.091 -1.710  C51 1.087
63 H 2.672 2.693 -3.357  C51 1.090
64 C 5.619 6.989 2.059  C65 1.513, H73 1.091, H74 1.089, H75 1.089
65 C 6.744 7.033 3.069  C64 1.513, O66 1.441, H76 1.088, H77 1.089
66 O 6.360 6.409 4.310  C65 1.441, C67 1.323
67 C 6.420 5.087 4.338  O66 1.323, O68 1.193, C69 1.537
68 O 6.759 4.371 3.447  C67 1.193
69 C 6.020 4.583 5.735  C67 1.537, F70 1.336, F71 1.338, F72 1.327
70 F 4.918 5.194 6.178  C69 1.336
71 F 7.003 4.820 6.611  C69 1.338
72 F 5.788 3.277 5.720  C69 1.327
73 H 4.715 7.434 2.475  C64 1.091
74 H 5.896 7.532 1.156  C64 1.089
75 H 5.379 5.964 1.782  C64 1.089
76 H 6.986 8.063 3.320  C65 1.088
77 H 7.651 6.570 2.682  C65 1.089


- Which of these has the lowest E_HOMO?
  C6H13N


- Number 2 is which compound?
  C23H36BF9O8


- E_HOMO of number 2 (C23H36BF9O8)?
  -7.48 eV